Here is a cluster of 10 separate species, C33H66O13 in total in a non-equilibrium geometry from OMol25. Energies are from the ωB97M-V functional and the def2-TZVPD basis.

Each atom is followed by the atoms it is bonded to, with distances in Å.
Cartesian coordinates (Å):
1 O 7.596 75.419 3.354  C2 1.297
2 C 7.525 74.212 2.885  O1 1.297, O3 1.308, C6 1.555
3 O 6.478 73.753 2.247  C2 1.308, C4 1.430
4 C 5.406 74.634 1.902  O3 1.430, C5 1.522, H7 1.096, H8 1.119
5 C 4.465 73.761 1.085  C4 1.522, H9 1.068, H10 1.000, H11 1.049
6 C 8.635 73.124 2.897  C2 1.555, H12 1.189, H13 1.077, H14 1.184
7 H 5.722 75.561 1.410  C4 1.096
8 H 4.913 75.006 2.834  C4 1.119
9 H 4.233 72.865 1.618  C5 1.068
10 H 4.917 73.314 0.313  C5 1.000
11 H 3.590 74.242 0.764  C5 1.049
12 H 9.421 73.692 3.586  C6 1.189
13 H 9.036 73.281 1.909  C6 1.077
14 H 8.277 72.108 3.388  C6 1.184
15 O 11.233 73.659 5.632  C16 1.250
16 C 12.204 72.951 5.286  O15 1.250, O17 1.407, C20 1.528
17 O 13.514 73.338 4.947  C16 1.407, C18 1.440
18 C 13.849 74.715 5.198  O17 1.440, C19 1.460, H21 1.055, H22 0.938
19 C 15.278 75.005 5.132  C18 1.460, H23 1.150, H24 1.264, H25 1.033
20 C 12.106 71.427 5.229  C16 1.528, H26 1.011, H27 1.125, H28 1.246
21 H 13.338 75.113 6.031  C18 1.055
22 H 13.420 75.124 4.470  C18 0.938
23 H 15.602 76.041 5.512  C19 1.150
24 H 15.880 74.945 4.023  C19 1.264
25 H 15.717 74.340 5.788  C19 1.033
26 H 11.132 71.160 5.192  C20 1.011
27 H 12.531 70.818 6.074  C20 1.125
28 H 13.009 71.070 4.449  C20 1.246
29 O 5.311 68.920 1.007  C30 1.243
30 C 5.693 69.448 2.066  O29 1.243, O31 1.359, C34 1.486
31 O 5.337 69.003 3.300  C30 1.359, C32 1.403
32 C 4.494 67.900 3.500  O31 1.403, C33 1.546, H35 1.036, H36 0.973
33 C 4.304 67.653 5.015  C32 1.546, H37 1.185, H38 0.997, H39 1.206
34 C 6.490 70.701 2.106  C30 1.486, H40 1.049, H41 1.000, H42 1.270
35 H 4.923 66.972 3.325  C32 1.036
36 H 3.688 68.034 2.971  C32 0.973
37 H 3.567 66.750 5.225  C33 1.185
38 H 4.015 68.467 5.513  C33 0.997
39 H 5.353 67.436 5.568  C33 1.206
40 H 6.292 71.339 1.297  C34 1.049
41 H 7.436 70.381 2.058  C34 1.000
42 H 6.482 70.988 3.343  C34 1.270
43 C 12.940 68.020 1.757  C44 1.487, H47 1.055, H48 0.942, H49 1.082
44 C 12.205 69.302 1.594  C43 1.487, O45 1.309, C46 1.572
45 O 12.708 70.273 2.313  C44 1.309
46 C 11.237 69.485 0.370  C44 1.572, H50 1.139, H51 1.162, H52 1.135
47 H 12.161 67.317 1.876  C43 1.055
48 H 13.328 68.219 2.592  C43 0.942
49 H 13.779 67.927 1.081  C43 1.082
50 H 10.390 68.850 0.792  C46 1.139
51 H 11.884 69.021 -0.477  C46 1.162
52 H 10.677 70.455 0.191  C46 1.135
53 C 8.272 64.749 -0.876  C54 1.505, H57 1.047, H58 1.083, H59 1.038
54 C 8.191 65.526 0.410  C53 1.505, O55 1.413, C56 1.435
55 O 9.385 66.019 0.980  C54 1.413
56 C 6.874 65.847 0.883  C54 1.435, H60 1.075, H61 1.234, H62 1.010
57 H 7.654 65.303 -1.515  C53 1.047
58 H 7.939 63.740 -1.085  C53 1.083
59 H 9.240 64.595 -1.217  C53 1.038
60 H 6.410 66.484 0.152  C56 1.075
61 H 6.898 66.512 1.922  C56 1.234
62 H 6.390 65.083 1.331  C56 1.010
63 C 8.619 67.682 4.413  C64 1.564, H67 1.099, H68 1.151, H69 1.016
64 C 9.792 68.116 5.351  C63 1.564, O65 1.429, C66 1.447
65 O 9.951 67.400 6.578  C64 1.429
66 C 10.577 69.292 5.041  C64 1.447, H70 1.216, H71 1.065, H72 1.223
67 H 7.980 68.500 4.052  C63 1.099
68 H 8.075 66.776 4.869  C63 1.151
69 H 9.068 67.188 3.647  C63 1.016
70 H 11.486 69.426 5.838  C66 1.216
71 H 10.045 70.178 4.784  C66 1.065
72 H 11.381 69.070 4.147  C66 1.223
73 C 8.784 69.749 8.216  C74 1.470, H77 1.113, H78 1.174, H79 1.069
74 C 8.725 70.890 7.292  C73 1.470, O75 1.318, C76 1.572
75 O 8.267 70.720 6.068  C74 1.318
76 C 9.036 72.256 8.007  C74 1.572, H80 1.082, H81 1.034, H82 0.928
77 H 8.009 69.771 9.014  C73 1.113
78 H 9.881 69.587 8.603  C73 1.174
79 H 8.546 68.883 7.636  C73 1.069
80 H 8.323 72.725 8.672  C76 1.082
81 H 9.131 73.087 7.400  C76 1.034
82 H 9.845 72.155 8.450  C76 0.928
83 C 9.070 63.943 7.491  C84 1.553, H87 1.219, H88 0.974, H89 1.078
84 C 8.115 64.590 8.531  C83 1.553, O85 1.245, C86 1.568
85 O 8.480 64.573 9.722  C84 1.245
86 C 7.155 65.743 8.074  C84 1.568, H90 1.214, H91 1.139, H92 0.993
87 H 8.906 62.737 7.557  C83 1.219
88 H 9.954 63.953 7.899  C83 0.974
89 H 8.933 64.443 6.545  C83 1.078
90 H 7.910 66.323 7.320  C86 1.214
91 H 6.814 66.466 8.885  C86 1.139
92 H 6.389 65.509 7.489  C86 0.993
93 C 13.725 68.068 5.854  C94 1.546, H97 1.158, H98 1.020, H99 1.054
94 C 14.968 68.774 5.263  C93 1.546, O95 1.311, C96 1.509
95 O 15.978 69.167 6.002  C94 1.311
96 C 14.996 68.726 3.756  C94 1.509, H100 1.145, H101 1.017, H102 0.992
97 H 12.873 68.375 5.132  C93 1.158
98 H 13.340 68.451 6.717  C93 1.020
99 H 13.703 67.053 6.133  C93 1.054
100 H 16.009 69.127 3.404  C96 1.145
101 H 14.529 69.569 3.431  C96 1.017
102 H 14.966 67.823 3.347  C96 0.992
103 C 14.698 66.119 10.382  C104 1.486, H107 1.156, H108 1.081, H109 1.151
104 C 13.664 66.929 9.688  C103 1.486, O105 1.347, C106 1.505
105 O 13.514 68.257 9.863  C104 1.347
106 C 12.843 66.222 8.643  C104 1.505, H110 1.028, H111 1.145, H112 1.036
107 H 14.720 65.026 10.006  C103 1.156
108 H 14.702 66.098 11.463  C103 1.081
109 H 15.700 66.597 10.077  C103 1.151
110 H 12.212 66.787 8.060  C106 1.028
111 H 12.034 65.683 9.249  C106 1.145
112 H 13.126 65.597 7.867  C106 1.036

Results
Charge   0
DFT total energy   -61890.121 eV
Relative energy (zero: lowest compared OMol25 entry of this formula, charge and spin)   17.868 eV
F_max   8.84 eV Å⁻¹
HOMO-LUMO gap   9.47 eV
HOMO level   -9.37 eV
SMILES string   CCOC(C)=O.CCOC(C)=O.CCOC(C)=O.CC(C)=O.CC(C)=O.CC(C)=O.CC(C)=O.CC(C)=O.CC(C)=O.CC(C)=O

Here are the Mulliken charges for atoms 1 to 99, given in e:
1 O -0.659
2 C 0.339
3 O -0.076
4 C -0.226
5 C -1.432
6 C -0.092
7 H 0.330
8 H 0.296
9 H 0.336
10 H 0.434
11 H 0.431
12 H 0.129
13 H 0.422
14 H -0.312
15 O -0.618
16 C 0.029
17 O -0.198
18 C -0.600
19 C -1.181
20 C 1.168
21 H 0.475
22 H 0.524
23 H 0.333
24 H 0.219
25 H 0.367
26 H -0.801
27 H 0.319
28 H -0.017
29 O -0.655
30 C 0.376
31 O -0.209
32 C -0.387
33 C -1.059
34 C -0.970
35 H 0.098
36 H 0.719
37 H 0.325
38 H 0.456
39 H 0.037
40 H 0.726
41 H 0.517
42 H 0.181
43 C 1.411
44 C 0.550
45 O -0.546
46 C -0.792
47 H 0.273
48 H -1.932
49 H 0.468
50 H 0.110
51 H 0.289
52 H 0.257
53 C -1.379
54 C 0.742
55 O -0.481
56 C -0.668
57 H 0.338
58 H 0.390
59 H 0.384
60 H 0.355
61 H -0.237
62 H 0.532
63 C -1.310
64 C -0.338
65 O -0.503
66 C 0.683
67 H 0.222
68 H 0.186
69 H 0.657
70 H -0.501
71 H 0.658
72 H -0.134
73 C -0.459
74 C 0.868
75 O -0.417
76 C -1.853
77 H 0.464
78 H 0.233
79 H -0.241
80 H 0.412
81 H 0.466
82 H 0.617
83 C -0.766
84 C 0.649
85 O -0.594
86 C -0.798
87 H 0.310
88 H 0.244
89 H 0.183
90 H -0.101
91 H 0.331
92 H 0.516
93 C -0.741
94 C 0.858
95 O -0.659
96 C -1.448
97 H -0.251
98 H 0.506
99 H 0.666